Entry from the Open Molecules 2025 dataset: 3 unconnected molecules or ions with the total composition C20H40BrO8P in a non-equilibrium geometry (ωB97M-V/def2-TZVPD).

Each line ends with the natural charge from an NBO analysis.
Element x y z (Å)
C 2.74190 -1.41599 2.20237  -0.611
C 1.50634 -1.15285 1.23703  -0.406
C 1.26939 0.38489 1.27375  -0.397
C 0.10244 0.81224 0.35096  -0.445
C -0.04894 2.37970 0.32316  0.027
P 1.04453 3.41642 1.50967  0.752
C -0.04550 4.39931 2.66597  -0.937
C 1.98323 4.69928 0.52258  -0.700
C 3.44683 4.17253 0.31822  -0.613
O 0.58909 2.71447 -0.97807  -0.542
C -0.37342 2.73261 -1.93054  0.974
O -0.28074 2.96910 -3.05330  -0.541
O -1.59387 2.43729 -1.32683  -0.528
C -1.43286 2.99145 0.00547  0.067
C -2.70794 2.51712 0.74054  -0.546
C -2.60261 2.38530 2.27002  0.545
O -3.11005 3.16425 2.94195  -0.484
Br -1.68445 0.91568 3.16836  -0.039
H 3.04101 -0.47702 2.69468  0.201
H 3.61802 -1.78380 1.65230  0.208
H 2.48439 -2.11885 3.00607  0.207
H 1.81164 -1.50855 0.24442  0.206
H 0.64667 -1.68641 1.66144  0.200
H 1.09661 0.64413 2.32371  0.215
H 2.20804 0.83137 0.91291  0.206
H 0.41741 0.50720 -0.65686  0.225
H -0.82971 0.28525 0.58627  0.225
H -0.40746 3.69669 3.43085  0.240
H 0.53666 5.18948 3.15303  0.249
H -0.94531 4.81346 2.18082  0.208
H 1.50352 4.98698 -0.42164  0.233
H 2.01140 5.60231 1.15102  0.226
H 3.47671 3.12162 0.64746  0.211
H 3.76167 4.18152 -0.73082  0.218
H 4.11868 4.71728 0.99123  0.213
H -1.30302 4.07881 -0.10496  0.202
H -3.13278 1.61671 0.27542  0.271
H -3.46407 3.29992 0.58534  0.254
C -7.04654 -0.39976 -0.01766  -0.254
O -7.12330 -1.81258 0.06773  -0.550
C -6.05559 -2.46566 -0.60602  -0.089
C -4.98243 -2.92524 0.36225  -0.088
O -4.32644 -1.82427 0.97735  -0.555
C -4.79523 -1.56553 2.29106  -0.254
H -7.72877 0.01900 0.72164  0.191
H -6.03842 -0.03284 0.19051  0.174
H -7.35890 -0.06671 -1.01302  0.169
H -5.62963 -1.81807 -1.37868  0.175
H -6.47986 -3.34504 -1.10030  0.186
H -4.22167 -3.48018 -0.19562  0.185
H -5.40266 -3.59702 1.11685  0.176
H -4.38736 -2.30802 2.98537  0.170
H -5.88602 -1.57512 2.34645  0.181
H -4.44093 -0.57940 2.58660  0.186
C 5.93421 -4.43901 -3.57175  -0.256
O 5.02254 -3.54516 -4.18898  -0.551
C 3.66997 -3.81054 -3.84330  -0.089
C 3.16913 -2.85702 -2.77545  -0.090
O 3.84348 -3.05404 -1.53939  -0.554
C 4.86270 -2.09542 -1.30952  -0.257
H 6.93509 -4.02008 -3.67223  0.190
H 5.71747 -4.57412 -2.50960  0.179
H 5.90713 -5.41012 -4.07723  0.168
H 3.54729 -4.85000 -3.52368  0.175
H 3.07379 -3.66429 -4.74938  0.185
H 2.10785 -3.05764 -2.59661  0.184
H 3.26363 -1.81848 -3.10765  0.177
H 4.41199 -1.14126 -1.01293  0.166
H 5.49572 -1.95328 -2.18799  0.183
H 5.48830 -2.45401 -0.49282  0.190

Values from the calculation:
- Orbital gap: 8.688 eV
- E_HOMO: -8.28 eV
- Maximum force: 3.86 eV/A
- SMILES: CCCC[C@@]1(P(C)CC)OC(=O)O[C@H]1CC(=O)Br.COCCOC.COCCOC
- LUMO energy: 0.41 eV

=====

Entry from the Open Molecules 2025 dataset: a molecular structure, C20H40CoO3SSi in a non-equilibrium geometry (ωB97M-V/def2-TZVPD).

Each line ends with the Mulliken spin population.
Element x y z (Å)
C -1.27873 -0.09659 -2.75279  0.462
C 1.40097 0.20380 -3.43956  -0.026
C -1.92185 0.66576 -3.84785  0.048
H -1.94015 -0.28972 -1.89381  -0.054
C 1.07498 1.61307 -3.43893  -0.082
H 2.43328 -0.04042 -3.15687  0.000
H -2.42062 -0.08004 -4.49464  0.011
H 1.86373 2.31190 -3.11475  0.006
C -1.09028 1.47672 -4.85179  0.003
H -1.79033 2.16386 -5.34709  -0.002
H -0.74861 0.80164 -5.65274  0.003
C -0.53314 -1.34077 -3.27578  -0.101
H -1.20859 -1.94783 -3.88671  0.036
H -0.18894 -1.98566 -2.45268  0.049
C 0.65948 -0.89191 -4.15676  0.046
H 0.35093 -0.57710 -5.16551  -0.013
H 1.34684 -1.74047 -4.31172  0.006
C 0.06615 2.33430 -4.31282  0.054
H 0.58907 2.79597 -5.16844  -0.008
H -0.33841 3.19823 -3.74852  -0.006
Co 0.32392 0.68635 -2.09004  2.354
H -2.81227 1.18184 -3.46288  0.005
C 0.25848 -3.57390 -0.34587  0.000
C -0.30408 -2.54650 0.62312  0.003
C -1.81436 -2.45156 0.46948  0.002
C 0.07673 -2.97846 2.03713  0.001
O 0.28884 -1.25976 0.29306  0.010
Si 0.01624 0.18605 1.04945  0.038
S -0.06422 1.76002 -0.30135  0.158
O -1.39520 0.17759 1.90209  -0.006
C -1.93109 1.04628 2.94733  0.008
C -2.41311 2.36449 2.35232  0.001
C -3.09982 0.27187 3.54730  0.001
C -0.87560 1.33896 4.00698  -0.002
O 1.19877 0.39247 2.17963  -0.019
C 2.61360 0.69140 2.02143  -0.003
C 2.78355 2.15496 1.63519  0.009
C 3.24074 0.43320 3.39086  -0.001
C 3.23156 -0.21520 0.96432  0.015
H -0.20778 -4.55004 -0.14998  0.000
H 1.34324 -3.68081 -0.21756  0.000
H 0.04305 -3.30712 -1.38569  -0.002
H -2.25001 -3.45580 0.55458  0.000
H -2.25054 -1.82094 1.25331  -0.001
H -2.07454 -2.03544 -0.51445  -0.002
H 1.16791 -2.95721 2.16830  0.000
H -0.39872 -2.34680 2.79847  -0.001
H -0.26336 -4.01539 2.18947  0.000
H -3.19414 2.19110 1.60171  -0.001
H -2.84026 2.98287 3.15634  0.000
H -1.59038 2.92256 1.88918  -0.002
H -2.73903 -0.64506 4.03336  0.000
H -3.61907 0.87899 4.30015  0.000
H -3.81946 -0.00177 2.76467  0.000
H -0.50678 0.40817 4.45901  0.000
H -0.02969 1.90398 3.59530  0.003
H -1.32630 1.95030 4.80442  0.000
H 2.37664 2.80238 2.42314  -0.001
H 3.85363 2.38035 1.51824  0.001
H 2.26666 2.37478 0.69080  -0.003
H 3.11157 -0.61796 3.68370  0.000
H 4.31616 0.65535 3.36352  0.000
H 2.77668 1.06648 4.15858  0.000
H 3.07250 -1.27142 1.22211  0.001
H 2.81799 -0.01666 -0.03535  -0.002
H 4.31554 -0.02972 0.92488  0.000

Values from the calculation:
- Orbital gap (alpha / beta): 7.586 / 8.223 eV
- E_HOMO (alpha / beta): -6.99 / -8.51 eV
- Maximum force: 5.42 eV/A
- Spin multiplicity: 4
- LUMO energy (alpha / beta): 0.60 / -0.29 eV
- Energy relative to the best compared isomer or geometry (same formula, charge and spin): 0.0 kJ/mol

=====

Entry from the Open Molecules 2025 dataset: 5 unconnected molecules or ions with the total composition C20H40O10S5 in a non-equilibrium geometry (ωB97M-V/def2-TZVPD).

Each line ends with the Mulliken charge.
Element x y z (Å)
C -3.14786 1.64351 2.37457  -0.512
C -1.75641 0.91725 2.32043  0.422
C -1.87651 -0.53325 2.76542  -0.748
S -3.48497 -0.76434 3.50542  1.179
O -3.36679 -1.10659 4.89683  -0.683
O -4.25784 -1.58979 2.62623  -0.659
C -4.03854 0.95809 3.40296  -0.857
H -3.66310 1.71605 1.41884  -0.007
H -2.84863 2.64260 2.68938  0.421
H -1.11551 1.45068 3.02003  0.225
H -1.32916 1.07391 1.33444  -0.400
H -1.14306 -0.71650 3.55352  0.384
H -1.67430 -1.29695 2.01697  0.386
H -3.85783 1.34823 4.40107  0.339
H -5.07871 0.90642 3.09781  0.474
C 3.56862 0.05449 3.26960  -0.265
C 3.22186 1.50704 3.57183  -0.336
C 4.38944 2.00889 4.38894  -0.827
S 4.65920 0.71554 5.61114  1.105
O 3.84994 0.92439 6.78062  -0.648
O 6.07178 0.48243 5.71784  -0.649
C 3.87432 -0.57113 4.62046  -0.781
H 4.37541 -0.03460 2.54159  0.305
H 2.74460 -0.50887 2.82225  -0.007
H 2.27287 1.61176 4.09838  0.276
H 3.14032 2.06858 2.63863  0.255
H 4.26716 2.98011 4.85903  0.446
H 5.30316 1.95733 3.79631  0.377
H 2.96248 -0.79695 5.17616  0.321
H 4.49793 -1.46066 4.70013  0.438
C -3.24209 4.46706 -2.90773  -0.733
C -4.63215 4.26333 -3.52599  -0.562
C -4.76539 2.75960 -3.67721  -0.758
S -3.93578 1.99940 -2.25713  1.115
O -2.95671 1.09940 -2.82630  -0.602
O -4.91300 1.57067 -1.29619  -0.668
C -3.09898 3.51794 -1.73891  -0.413
H -3.02681 5.50571 -2.65659  0.375
H -2.46735 4.22371 -3.64420  0.302
H -4.67036 4.77368 -4.48504  0.339
H -5.40341 4.63422 -2.84938  0.289
H -4.18739 2.42866 -4.54091  0.336
H -5.76091 2.33269 -3.77621  0.396
H -2.07660 3.26826 -1.46060  0.229
H -3.61743 3.86097 -0.84148  0.338
C 0.32254 -0.36505 -2.27448  -0.276
C -0.00351 -0.93435 -0.87996  -0.517
C 1.11257 -0.54865 0.05742  -0.389
S 1.50808 1.14581 -0.38100  1.189
O 2.92702 1.36657 -0.45950  -0.741
O 0.66046 1.99488 0.41750  -0.614
C 0.84588 1.03763 -2.03614  -0.465
H -0.58412 -0.38647 -2.87426  0.449
H 1.07464 -1.00977 -2.72850  -0.020
H -0.03822 -2.02739 -0.97727  0.272
H -1.00689 -0.73580 -0.49464  0.199
H 1.98631 -1.16565 -0.17065  0.442
H 0.93622 -0.63470 1.12710  0.163
H 1.54572 1.39097 -2.78904  0.494
H -0.00677 1.72113 -2.07273  -0.144
C 1.08238 -5.21573 -2.63877  -0.774
C 2.43783 -4.85471 -2.04027  -0.111
C 3.40159 -4.79128 -3.19648  -0.757
S 2.52322 -3.88790 -4.46084  1.074
O 2.77012 -4.44899 -5.75786  -0.689
O 2.67841 -2.47679 -4.21691  -0.599
C 0.87561 -4.34571 -3.88603  -0.354
H 0.25528 -5.06160 -1.94910  0.373
H 1.05300 -6.26111 -2.95587  0.333
H 2.73984 -5.57744 -1.28308  0.349
H 2.36316 -3.88964 -1.52833  -0.063
H 3.53951 -5.80229 -3.59438  0.345
H 4.40564 -4.37752 -3.13104  0.443
H 0.37616 -4.74935 -4.76206  0.408
H 0.41283 -3.40209 -3.59580  0.026

Values from the calculation:
- Orbital gap: 10.384 eV
- E_HOMO: -10.24 eV
- Maximum force: 1.59 eV/A
- SMILES: O=S1(=O)CCCC1.O=S1(=O)CCCC1.O=S1(=O)CCCC1.O=S1(=O)CCCC1.O=S1(=O)CCCC1
- LUMO energy: 0.15 eV
- Energy relative to the best compared isomer or geometry (same formula, charge and spin): 49.9 kJ/mol

=====

no.,electronic energy (a.u.)
1,-4303.20700
2,-3082.29292
3,-3529.32143